The following is a DFT calculation (ωB97M-V/def2-TZVPD) of C26H21ClF5N2O7S3TeV as an isolated structure.

Computed properties:
HOMO   -0.3418 Eh
Energy relative to the best compared isomer or geometry (same formula, charge and spin)   137.1 kJ/mol
Lowest unoccupied orbital energy   -2.51 eV
Frontier orbital gap   6.79 eV
Strongest force on any atom   0.76 eV/A
E   -136204.5716 eV

Last column: Löwdin charge in e.
Positions of all 67 atoms, in Å:
V1 1.91650 0.21558 1.28866  0.823
C1 -1.98914 2.05275 0.50706  0.017
C2 -0.57199 1.57676 0.40836  -0.183
N1 -0.13202 0.58034 1.12252  -0.031
N2 -1.08490 -0.08226 1.88964  0.016
C3 -0.77700 -1.23065 2.32139  -0.860
S1 0.74820 -2.08668 1.81349  0.985
S2 -1.70517 -2.14600 3.45205  0.997
C4 -2.93841 -0.93902 4.00908  -0.397
C5 -2.41487 0.34667 4.59321  -0.303
C6 -1.35234 0.37017 5.48588  -0.056
C7 -0.90679 1.57465 6.00992  -0.067
C8 -1.52746 2.76322 5.65478  -0.078
C9 -2.59765 2.74522 4.77053  -0.084
C10 -3.03409 1.54114 4.23843  -0.070
C11 0.30736 2.20193 -0.58278  -0.099
C12 -0.06746 3.39004 -1.23053  -0.012
C13 0.65915 3.87986 -2.29306  -0.060
C14 1.76544 3.17038 -2.76525  -0.043
C15 2.15178 1.99191 -2.16389  0.020
C16 1.44302 1.52630 -1.05998  -0.301
O1 1.84387 0.38336 -0.49193  -0.155
H1 -2.49267 1.60347 1.35042  0.058
H2 -2.52450 1.81380 -0.41382  0.110
H3 -1.99596 3.13604 0.62324  0.090
H4 -3.48790 -1.51807 4.75504  0.086
H5 -3.61511 -0.73820 3.17864  0.081
H6 -0.83629 -0.54639 5.74662  0.112
H7 -0.05661 1.58043 6.67927  0.107
H8 -1.17268 3.70193 6.06010  0.104
H9 -3.08968 3.66832 4.49055  0.101
H10 -3.87033 1.52677 3.54758  0.108
H11 -0.93461 3.93567 -0.88954  0.108
H12 0.36685 4.80776 -2.76425  0.109
H13 2.33131 3.55064 -3.60549  0.114
H14 3.01294 1.42705 -2.49348  0.130
C17 -0.82818 -3.39905 -8.96939  -0.074
C18 -0.65065 -3.37747 -7.47366  -0.736
O2 0.14719 -4.03871 -6.87611  0.048
S3 -1.77159 -2.21039 -6.68049  1.017
C19 -1.21337 -2.29133 -5.00508  -0.528
C20 -1.28708 -3.47822 -4.28171  -0.075
C21 -0.87180 -3.50915 -2.96380  -0.006
C22 -0.39549 -2.34782 -2.35367  -0.219
C23 -0.32306 -1.16093 -3.08159  -0.006
C24 -0.72599 -1.13576 -4.40544  -0.081
C25 0.01158 -2.35088 -0.98056  -0.002
C26 0.32581 -2.24992 0.17560  -0.343
H15 -0.54607 -4.37933 -9.34628  0.088
H16 -0.16240 -2.65071 -9.40208  0.091
H17 -1.85002 -3.15669 -9.25732  0.069
H18 -1.66281 -4.37425 -4.75472  0.116
H19 -0.91895 -4.42825 -2.39599  0.124
H20 0.06400 -0.26674 -2.60940  0.105
H21 -0.65705 -0.22116 -4.97947  0.107
O3 3.42419 -0.93896 0.98647  -0.498
Cl1 4.85826 -0.36029 0.72122  0.744
O4 5.65439 -1.48970 0.45154  -0.235
O5 5.20727 0.32072 1.91958  -0.294
O6 4.73206 0.51693 -0.38804  -0.266
F1 0.97873 0.50365 3.50225  -0.506
Te1 2.82847 -0.10016 4.11536  1.890
F2 3.43909 1.67806 4.42913  -0.468
F3 1.99691 -1.84642 4.30664  -0.533
F4 2.13136 0.12143 5.82082  -0.388
F5 4.37256 -0.80845 4.91303  -0.449
O7 2.32185 1.65507 1.62071  -0.169